DFT (ωB97M-V/def2-TZVPD) results for a single C4H6N2O2 molecule in a non-equilibrium geometry.

Structure (XYZ):
```
14
Properties=species:S:1:pos:R:3:forces:R:3
O 0.94745 0.24903 2.66607 1.29 -0.78 0.26
C -0.05167 0.58031 2.09862 -1.94 1.74 2.32
C -0.32340 0.37490 0.73575 -0.97 -1.95 -1.76
N -1.25630 0.97706 0.05701 2.83 0.22 1.46
N -0.93415 0.77112 -1.24465 -1.97 -0.45 -1.12
C -0.27416 -0.54846 -1.40792 -1.07 0.07 -0.75
C 0.47969 -0.61040 -0.14182 0.03 1.78 0.54
O 1.70781 -0.01312 -0.45463 1.99 -0.12 0.49
H -0.84255 1.15844 2.68626 0.49 -0.41 -0.66
H -1.84660 0.84412 -1.65002 -0.11 0.03 -1.42
H 0.47921 -0.62184 -2.19331 -0.45 0.43 -0.31
H -1.03547 -1.34079 -1.55445 0.36 0.33 0.28
H 0.56500 -1.61003 0.17809 0.26 -1.11 1.02
H 2.38514 -0.21035 0.22500 -0.75 0.23 -0.36
```
Positions in Å, forces in eV/Å.

Values from the calculation:
2S+1: 1
SMILES: O=CC1=NNC[C@H]1O
E (Eh): -415.93754
HOMO (eV): -9.34
Kohn-Sham gap (eV): 9.3185
Total charge: 0

natural (NBO) charges in e: -0.528 0.386 0.020 -0.125 -0.396 -0.268 0.028 -0.721 0.115 0.367 0.239 0.198 0.193 0.490